C7H6O | ωB97M-V/def2-TZVPD

The calculation puts the orbital gap at 8.343 eV. The calculation puts the largest force on an atom at 1.78 eV/Å. The lowest unoccupied orbital energy comes out at 0.0215 Eh. The energy above the lowest of the compared OMol25 structures with the same formula, charge and spin comes out at 28.0 kcal/mol. As for the SMILES: C1=C[C@H]2OC=CC2=C1.

CARTESIAN COORDINATES (ANGSTROEM)
C1 0.7462 0.2951 -1.7813
C2 -0.5168 0.6022 -1.5171
C3 -0.6749 0.6804 -0.0187
O1 -1.6964 -0.1049 0.6794
C4 -1.0964 -0.8269 1.6723
C5 0.2317 -0.6986 1.6647
C6 0.5632 0.0302 0.4545
C7 1.4310 -0.1671 -0.5376
H1 1.2951 0.4320 -2.7355
H2 -1.2019 0.9942 -2.2567
H3 -0.8294 1.7356 0.2791
H4 -1.7521 -1.4921 2.2511
H5 1.0020 -1.0618 2.3318
H6 2.4988 -0.4183 -0.4861